Density functional theory data (ωB97M-V/def2-TZVPD) for a single C2H5NO2 molecule.

Values from the calculation:
LUMO energy: 0.65 eV
calculated total energy: -7740.098 eV
M: 75.07 g/mol
SMILES: NCC(=O)O
frontier orbital gap: 9.92 eV

Structure (XYZ):
```
10
Properties=species:S:1:pos:R:3:nbo_charge:R:1
O 0.32151 1.48702 0.16042 -0.582
O -0.99599 0.40631 -1.33082 -0.700
N 0.61721 -1.24939 1.35167 -0.843
C 0.22017 -0.99170 -0.01663 -0.324
C -0.18369 0.48661 -0.27516 0.771
H 1.46044 -0.81676 1.68410 0.377
H 1.13301 -1.24377 -0.57827 0.226
H -0.66467 -1.54863 -0.34452 0.216
H -0.15948 -1.16489 1.98626 0.361
H -1.09089 1.23237 -1.84619 0.498
```

***

Density functional theory data (ωB97M-V/def2-TZVPD) for 2 unconnected molecules or ions with the total composition C3H9N3O.

Values from the calculation:
LUMO energy: 0.44 eV
calculated total energy: -9767.819 eV
M: 103.12 g/mol
frontier orbital gap: 9.76 eV

Structure (XYZ):
```
16
Properties=species:S:1:pos:R:3:nbo_charge:R:1
O 0.33688 -1.73505 -0.96925 -0.590
N -1.98494 -0.06843 0.62624 -0.675
N -0.12373 -0.43646 -0.70452 -0.237
N -0.33883 -1.42663 1.34672 -0.903
C 0.58926 1.88884 -0.20871 -0.677
C 1.03068 0.36809 -0.16764 -0.293
C -0.97517 -0.65942 0.30625 0.514
H 0.20789 2.26040 0.79993 0.238
H 1.45533 2.68639 -0.60353 0.230
H 1.20187 -0.22772 0.85995 0.257
H 0.15232 -1.66326 -2.07691 0.506
H 1.86772 0.03006 -0.83556 0.215
H -0.86361 -1.33547 2.34289 0.416
H -0.41460 -2.46414 0.40445 0.424
H -0.06472 2.02373 -1.24043 0.237
H -2.07635 0.75907 0.12011 0.339
```

***

Density functional theory data (ωB97M-V/def2-TZVPD) for 7 unconnected molecules or ions with the total composition H14O7.

Values from the calculation:
LUMO energy: -0.43 eV
calculated total energy: -14559.355 eV
M: 126.10 g/mol
SMILES: O.O.O.O.O.O.O
frontier orbital gap: 9.34 eV

Structure (XYZ):
```
21
Properties=species:S:1:pos:R:3:nbo_charge:R:1
O 1.77167 -2.90067 -0.59638 -0.968
O -0.91033 1.78733 -0.42338 -0.973
O -2.27033 0.53033 -2.59438 -0.952
O 0.04867 -0.67067 0.30962 -0.972
O 1.56367 1.74633 1.15762 -0.949
O 0.25867 -0.20767 2.91362 -0.944
O -0.13733 -0.95767 -2.63138 -0.965
H 1.27667 1.50933 2.05462 0.466
H -0.98433 -0.52667 -2.59338 0.482
H -2.10033 1.15133 -1.90938 0.492
H -0.14433 1.35833 -0.00038 0.514
H 2.58467 -2.89567 -0.12738 0.457
H -1.59333 1.86633 0.26462 0.456
H -0.09333 -1.60867 -1.95938 0.460
H 2.55867 1.69133 1.19262 0.483
H 0.22467 -0.50567 1.23562 0.490
H -0.43533 0.31333 3.33062 0.488
H -0.80833 -0.37567 0.13262 0.475
H 1.31767 -2.00267 -0.36038 0.499
H -3.11933 0.84833 -2.91138 0.475
H 0.99167 -0.15067 3.51562 0.487
```

***

Which value of calculated total energy does entry 2 give?
-9767.819 eV